ORCA calculation (ωB97M-V/def2-TZVPD) on C8H22BrFeN2O2 as an isolated structure.

LUMO level (alpha / beta): -3.0 / -8.4 eV
charge: +1
expectation value of S²: 20.013
relative energy (zero: lowest compared OMol25 entry of this formula, charge and spin): 67.3 kcal/mol
gap between HOMO and LUMO (alpha / beta): 0.19228 / 0.14386 hartree
2S+1: 9

Positions of all 36 atoms, in Å:
Fe1 1.429 -2.346 -4.217
Br1 2.730 -0.631 -2.896
C1 0.310 1.755 -0.850
C2 -0.723 1.106 -1.789
C3 -2.068 1.698 -1.657
O1 -2.736 1.208 -0.451
C4 -4.095 1.731 -0.310
N1 -0.144 1.184 -3.028
H1 1.300 1.299 -0.887
H2 0.004 1.747 0.196
H3 0.447 2.815 -1.066
H4 -0.780 0.051 -1.521
H5 -2.605 1.461 -2.576
H6 -2.012 2.785 -1.593
H7 -4.666 1.098 0.370
H8 -4.639 1.864 -1.245
H9 -4.067 2.717 0.153
H10 0.848 1.095 -2.858
H11 -0.161 2.167 -3.258
C5 -0.455 -2.471 1.241
C6 0.661 -1.635 0.635
C7 1.343 -0.714 1.682
O2 1.934 -1.425 2.716
C8 2.609 -0.648 3.688
N2 1.646 -2.483 0.058
H12 -0.002 -2.885 2.142
H13 -0.758 -3.241 0.532
H14 -1.270 -1.774 1.434
H15 0.384 -0.995 -0.203
H16 0.606 0.005 2.039
H17 2.148 -0.199 1.156
H18 3.039 -1.353 4.398
H19 1.874 -0.082 4.260
H20 3.429 -0.078 3.251
H21 2.124 -2.987 0.791
H22 2.319 -1.841 -0.336

Atom charges from the natural (NBO) analysis, given in e for atoms 1 to 8:
1. Fe 0.5263
2. Br -0.4988
3. C -0.6385
4. C -0.0753
5. C -0.0649
6. O -0.5569
7. C -0.2565
8. N -0.8001

***

ORCA calculation (ωB97M-V/def2-TZVPD) on a 4-piece molecular cluster, C2H5FN2 overall.

LUMO level: 1.1 eV
relative energy (zero: lowest compared OMol25 entry of this formula, charge and spin): 117.5 kcal/mol
gap between HOMO and LUMO: 0.42710 hartree
2S+1: 1

Positions of all 10 atoms, in Å:
C1 0.718 -0.775 2.067
C2 -0.745 0.959 -1.030
N1 -0.061 -0.488 1.312
N2 0.419 0.603 -1.121
F1 1.285 1.375 -0.326
H1 1.409 -1.127 2.867
H2 0.169 -1.147 -0.813
H3 -1.235 1.667 -0.299
H4 -0.466 -1.657 -1.063
H5 -1.492 0.589 -1.593

Atom charges from the natural (NBO) analysis, given in e for atoms 1 to 8:
1. C 0.0968
2. C -0.0794
3. N -0.3435
4. N -0.0073
5. F -0.2699
6. H 0.2444
7. H 0.0361
8. H 0.1923

***

ORCA calculation (ωB97M-V/def2-TZVPD) on a 8-piece molecular cluster, C30H48O22S overall.

LUMO level: 0.3 eV
relative energy (zero: lowest compared OMol25 entry of this formula, charge and spin): 143.5 kcal/mol
gap between HOMO and LUMO: 0.33612 hartree
2S+1: 1

Positions of all 101 atoms, in Å:
C1 -2.123 10.194 1.318
C2 -2.196 8.710 1.905
C3 -0.881 8.057 1.549
O1 -0.638 7.366 2.760
C4 -1.483 7.757 3.752
O2 -1.292 7.386 4.929
O3 -2.264 8.638 3.256
H1 -1.567 10.274 0.384
H2 -1.661 10.880 2.028
H3 -3.056 10.690 1.052
H4 -3.015 8.096 1.531
H5 -0.050 8.737 1.361
H6 -1.043 7.387 0.705
C5 4.849 -4.670 -7.576
C6 3.464 -4.603 -8.111
C7 2.391 -5.526 -7.747
O4 1.454 -4.864 -7.033
C8 1.635 -3.566 -7.023
O5 0.917 -2.663 -6.493
O6 2.882 -3.366 -7.607
H7 5.513 -5.436 -7.977
H8 4.879 -4.734 -6.488
H9 5.336 -3.741 -7.872
H10 3.370 -4.499 -9.192
H11 2.712 -6.421 -7.215
H12 1.910 -5.867 -8.664
C9 7.111 3.078 1.954
C10 5.817 2.312 2.385
C11 5.662 0.953 1.638
O7 5.991 -0.013 2.615
C12 6.194 0.545 3.921
O8 6.431 -0.106 4.901
O9 5.998 1.911 3.761
H13 7.950 2.387 2.041
H14 7.318 3.824 2.721
H15 6.975 3.682 1.058
H16 4.984 2.996 2.221
H17 6.375 0.833 0.822
H18 4.616 0.927 1.331
C13 6.513 6.736 -8.765
C14 5.913 7.650 -7.695
C15 4.655 8.367 -8.155
O10 3.863 8.455 -6.990
C16 4.263 7.448 -6.133
O11 3.854 7.250 -4.997
O12 5.311 6.909 -6.682
H19 7.519 6.384 -8.540
H20 6.510 7.210 -9.747
H21 5.938 5.814 -8.853
H22 6.692 8.207 -7.175
H23 4.146 7.704 -8.855
H24 4.858 9.359 -8.558
C17 -3.758 -11.039 -1.360
C18 -3.988 -9.556 -1.219
C19 -4.184 -9.034 0.243
O13 -3.283 -7.948 0.243
C20 -2.474 -7.894 -0.839
O14 -1.489 -7.198 -1.050
O15 -2.850 -8.914 -1.633
H25 -3.083 -11.501 -0.641
H26 -3.510 -11.190 -2.411
H27 -4.660 -11.651 -1.376
H28 -4.779 -9.213 -1.886
H29 -4.002 -9.724 1.067
H30 -5.225 -8.755 0.408
C21 -6.223 0.577 5.907
C22 -7.643 1.055 6.063
C23 -8.678 -0.044 5.868
O16 -9.474 0.112 6.977
C24 -8.927 0.851 7.927
O17 -9.382 1.105 9.018
O18 -7.752 1.280 7.447
H31 -5.489 1.379 5.985
H32 -6.090 0.251 4.876
H33 -6.132 -0.109 6.749
H34 -7.844 1.902 5.408
H35 -8.300 -1.063 5.946
H36 -9.205 0.017 4.915
C25 -0.132 -4.760 6.874
C26 -1.347 -5.230 5.967
C27 -1.141 -6.774 5.866
O19 -2.455 -7.254 6.025
C28 -3.203 -6.209 6.481
O20 -4.381 -6.368 6.805
O21 -2.541 -5.127 6.599
H37 0.762 -4.573 6.279
H38 0.029 -5.502 7.657
H39 -0.202 -3.751 7.279
H40 -1.381 -4.758 4.985
H41 -0.535 -7.117 6.705
H42 -0.461 -6.861 5.018
C29 -0.913 0.371 -0.546
S1 -1.567 1.610 -1.739
O22 -2.391 2.511 -0.785
C30 0.000 2.511 -2.191
H43 -1.750 -0.100 -0.031
H44 -0.182 0.878 0.084
H45 -0.372 -0.405 -1.089
H46 0.868 1.859 -2.285
H47 0.299 3.100 -1.324
H48 -0.085 3.214 -3.019

Atom charges from the Löwdin analysis, given in e for atoms 1 to 8:
1. C -0.0010
2. C -0.3137
3. C -0.1073
4. O 0.0581
5. C -0.5360
6. O 0.1052
7. O 0.1310
8. H 0.0754

***

ORCA calculation (ωB97M-V/def2-TZVPD) on C14H13BrN2O3 as an isolated structure.

LUMO level: 0.2 eV
relative energy (zero: lowest compared OMol25 entry of this formula, charge and spin): 322.1 kcal/mol
gap between HOMO and LUMO: 0.32171 hartree
2S+1: 1

Positions of all 33 atoms, in Å:
O1 -1.587 -2.419 -0.977
C1 -1.385 -1.947 0.042
N1 -0.199 -1.544 0.623
C2 0.959 -1.658 0.020
C3 1.897 -0.963 0.445
C4 3.064 -0.809 0.064
C5 3.357 -1.611 -0.929
C6 2.460 -2.304 -1.745
C7 1.164 -2.377 -1.161
H1 0.510 -3.094 -1.503
H2 2.661 -2.730 -2.466
H3 4.324 -1.321 -1.638
Br1 4.434 0.292 0.629
H4 1.653 -0.088 1.493
H5 -0.399 -1.142 1.399
C8 -2.851 -1.671 1.009
H6 -3.591 -1.867 0.249
H7 -2.930 -2.485 1.707
C9 -2.672 -0.170 1.531
N2 -2.236 0.821 0.904
C10 -1.025 1.272 0.962
O2 -0.441 1.019 2.180
C11 -0.478 2.358 0.137
C12 0.687 2.917 0.203
C13 0.738 3.821 -1.385
C14 -0.396 3.471 -1.729
O3 -1.209 2.417 -0.995
H8 -0.883 4.000 -2.647
H9 1.450 4.239 -1.396
H10 1.575 2.729 0.814
H11 -2.665 1.156 -0.113
H12 -2.213 -0.338 2.386
H13 -3.772 0.028 1.885

Atom charges from the natural (NBO) analysis, given in e for atoms 1 to 8:
1. O -0.5755
2. C 0.7185
3. N -0.5985
4. C 0.0887
5. C -0.1824
6. C -0.1446
7. C -0.2056
8. C -0.1336

***

ORCA calculation (ωB97M-V/def2-TZVPD) on C3H5O3Rb as an isolated structure.

LUMO level (alpha / beta): -0.6 / -0.6 eV
relative energy (zero: lowest compared OMol25 entry of this formula, charge and spin): 121.4 kcal/mol
gap between HOMO and LUMO (alpha / beta): 0.21710 / 0.21181 hartree
2S+1: 1

Positions of all 12 atoms, in Å:
H1 1.225 -2.819 0.476
C1 1.191 -1.748 0.726
C2 0.156 -1.591 1.611
O1 -1.172 -1.505 1.141
C3 -1.455 -0.649 0.206
O2 -2.749 -0.697 0.013
Rb1 0.339 1.823 -0.827
O3 2.334 0.590 0.610
H2 2.110 -1.735 0.135
H3 2.512 0.606 1.552
H4 0.170 -2.065 2.593
H5 -3.001 -0.066 -0.672

Atom charges from the Löwdin analysis, given in e for atoms 1 to 8:
1. H 0.0639
2. C -0.0116
3. C -0.1748
4. O -0.0322
5. C -0.2486
6. O 0.0558
7. Rb 0.8796
8. O -0.6811

***

ORCA calculation (ωB97M-V/def2-TZVPD) on C24H30N2O6 as an isolated structure.

LUMO level: 0.4 eV
relative energy (zero: lowest compared OMol25 entry of this formula, charge and spin): 498.8 kcal/mol
gap between HOMO and LUMO: 0.32426 hartree
2S+1: 1

Positions of all 62 atoms, in Å:
C1 6.759 0.491 1.451
H1 7.109 0.907 0.388
H2 7.558 -0.236 1.557
H3 6.806 1.218 2.115
O1 5.395 -0.163 1.194
C2 5.079 -1.094 0.567
O2 5.897 -1.765 0.121
C3 3.619 -1.325 0.377
N1 2.832 -0.132 0.084
C4 3.376 0.692 -0.725
O3 4.402 0.904 -1.163
C5 2.198 1.887 -1.180
H4 1.473 1.080 -1.623
H5 2.747 2.531 -1.805
C6 1.838 2.596 0.016
C7 2.489 3.930 0.301
H6 2.345 4.349 1.133
H7 3.598 3.756 0.233
H8 2.382 4.674 -0.748
H9 2.078 2.114 1.173
C8 0.280 2.788 0.045
C9 -0.523 1.577 0.553
O4 0.145 0.589 0.855
N2 -1.796 1.621 0.330
C10 -2.733 0.771 0.084
C11 -2.419 -0.642 0.835
C12 -3.532 -1.745 0.986
C13 -4.798 -1.046 0.583
C14 -5.158 0.026 0.206
C15 -4.001 0.925 0.023
O5 -4.166 2.348 -0.595
C16 -5.490 2.651 -1.048
H10 -6.121 2.708 -0.055
H11 -5.890 1.942 -1.759
H12 -5.361 3.634 -1.265
H13 -6.034 0.549 -0.159
O6 -5.765 -2.154 0.620
C17 -7.122 -1.845 0.707
H14 -7.710 -2.719 0.688
H15 -7.333 -1.515 -0.532
H16 -7.436 -1.105 1.186
H17 -3.510 -2.471 1.631
H18 -1.600 -0.988 1.158
H19 -2.147 2.309 -0.159
H20 -0.068 3.552 0.854
H21 0.157 3.148 -0.831
H22 1.994 -0.227 0.510
H23 3.487 -1.806 1.548
C18 3.393 -2.385 -0.615
C19 1.757 -2.621 -0.615
C20 1.209 -1.955 -1.697
C21 -0.163 -2.105 -1.816
C22 -0.685 -2.923 -0.999
C23 -0.113 -3.751 0.183
C24 1.307 -3.585 0.319
H24 1.769 -3.956 1.183
H25 -0.733 -4.382 0.694
H26 -2.023 -3.092 -0.937
H27 -0.696 -1.513 -2.511
H28 1.865 -1.371 -2.039
H29 3.879 -2.261 -1.549
H30 3.909 -3.391 -0.068

Atom charges from the natural (NBO) analysis, given in e for atoms 1 to 8:
1. C -0.2440
2. H 0.2112
3. H 0.2115
4. H 0.1894
5. O -0.4848
6. C 0.7800
7. O -0.6373
8. C -0.1301

***

ORCA calculation (ωB97M-V/def2-TZVPD) on C23H46As2HfO6P2 as an isolated structure.

LUMO level: -13.3 eV
charge: +4
gap between HOMO and LUMO: 0.24186 hartree
2S+1: 1

Positions of all 80 atoms, in Å:
Hf1 0.121 0.662 1.326
C1 3.745 -3.702 1.085
C2 2.846 -2.617 0.535
C3 1.410 -3.068 0.325
O1 2.800 -1.512 1.549
P1 2.991 0.006 1.280
O2 1.832 0.585 0.454
C4 2.762 0.600 2.996
P2 1.201 -0.143 3.598
O3 0.410 -0.854 2.508
O4 1.192 -0.873 4.915
C5 2.225 -1.363 5.960
C6 3.349 -2.106 5.290
C7 1.434 -2.228 6.902
O5 0.299 1.259 3.581
C8 -0.964 1.271 4.440
C9 -0.612 1.745 5.830
C10 -1.950 2.185 3.734
O6 4.296 0.413 0.613
C11 5.665 0.349 1.254
C12 6.616 -0.220 0.230
C13 5.992 1.758 1.693
H1 3.840 -4.490 0.340
H2 3.338 -4.136 1.996
H3 4.740 -3.315 1.292
H4 3.266 -2.190 -0.382
H5 1.000 -3.468 1.253
H6 1.379 -3.859 -0.422
H7 0.786 -2.227 -0.026
H8 2.739 1.695 3.071
H9 3.592 0.253 3.614
H10 2.566 -0.447 6.447
H11 2.991 -3.001 4.788
H12 4.030 -2.424 6.077
H13 3.920 -1.502 4.589
H14 1.081 -3.133 6.415
H15 0.586 -1.700 7.330
H16 2.093 -2.523 7.717
H17 -1.329 0.235 4.467
H18 -0.139 2.722 5.797
H19 0.046 1.039 6.329
H20 -1.519 1.829 6.422
H21 -1.602 3.218 3.778
H22 -2.899 2.140 4.267
H23 -2.122 1.880 2.683
H24 5.582 -0.331 2.109
H25 6.646 0.402 -0.660
H26 6.340 -1.233 -0.053
H27 7.615 -0.251 0.662
H28 6.021 2.418 0.831
H29 6.971 1.781 2.168
H30 5.261 2.139 2.407
C14 -3.751 0.393 0.780
As1 -1.985 -0.042 -0.017
C15 -2.496 -1.723 -0.933
C16 -1.979 1.327 -1.450
C17 -2.760 1.094 -2.586
C18 -2.840 2.025 -3.610
C19 -2.136 3.215 -3.509
C20 -1.369 3.467 -2.384
C21 -1.273 2.539 -1.341
As2 -0.153 3.025 0.230
C22 -0.901 4.828 0.644
C23 1.481 3.638 -0.679
H31 -4.518 0.279 -0.002
H32 -3.794 1.427 1.138
H33 -3.990 -0.298 1.596
H34 -3.539 -1.645 -1.283
H35 -2.443 -2.560 -0.227
H36 -1.840 -1.925 -1.788
H37 -3.318 0.164 -2.664
H38 -3.448 1.830 -4.483
H39 -2.188 3.945 -4.304
H40 -0.838 4.413 -2.320
H41 -0.904 5.410 -0.290
H42 -0.257 5.346 1.365
H43 -1.923 4.796 1.032
H44 1.249 4.460 -1.370
H45 1.930 2.821 -1.248
H46 2.216 4.006 0.045

Atom charges from the Löwdin analysis, given in e for atoms 1 to 8:
1. Hf 1.3439
2. C -0.0033
3. C -0.3543
4. C -0.0207
5. O -0.2034
6. P 0.5145
7. O -0.3621
8. C -0.1566

***

ORCA calculation (ωB97M-V/def2-TZVPD) on a 11-piece molecular cluster, C25H72N4O11 overall.

LUMO level: 0.2 eV
relative energy (zero: lowest compared OMol25 entry of this formula, charge and spin): 182.0 kcal/mol
gap between HOMO and LUMO: 0.34210 hartree
2S+1: 1

Positions of all 112 atoms, in Å:
N1 0.016 0.681 -0.638
C1 -0.678 0.103 0.299
N2 0.088 -0.509 1.121
O1 -2.080 0.320 0.481
H1 -0.541 1.268 -1.279
H2 0.885 0.259 -0.975
H3 -0.332 -0.855 2.022
H4 1.075 -0.543 0.934
N3 1.063 1.951 2.448
C2 1.578 2.917 1.749
N4 1.323 2.886 0.467
O2 2.203 3.980 2.340
H5 1.075 2.190 3.454
H6 0.428 1.229 1.948
H7 1.474 3.812 0.051
H8 0.816 2.058 0.064
C3 -1.792 3.800 0.419
C4 -1.657 3.914 -1.099
C5 -1.398 5.352 -1.638
O3 -0.739 3.206 -1.598
H9 -2.608 4.509 0.762
H10 -0.892 3.976 1.016
H11 -2.147 2.776 0.755
H12 -2.645 3.607 -1.525
H13 -1.472 5.482 -2.746
H14 -0.417 5.700 -1.279
H15 -2.166 6.048 -1.296
H16 0.062 3.498 -1.155
C6 2.577 2.574 -2.313
C7 2.068 3.426 -3.480
C8 3.173 4.223 -4.196
O4 1.458 2.829 -4.425
H17 2.898 3.249 -1.518
H18 3.477 2.163 -2.720
H19 1.859 1.860 -1.967
H20 1.436 4.221 -3.107
H21 2.669 4.910 -4.842
H22 3.727 3.575 -4.844
H23 3.798 4.876 -3.622
H24 0.684 3.295 -4.565
C9 -1.029 0.363 -3.932
C10 -1.135 -1.111 -3.987
C11 -0.918 -1.787 -2.640
O5 -2.229 -1.537 -4.433
H25 -0.746 0.781 -4.866
H26 -0.136 0.640 -3.417
H27 -1.907 0.776 -3.524
H28 -0.369 -1.449 -4.641
H29 -0.956 -2.885 -2.570
H30 -1.735 -1.476 -2.016
H31 0.003 -1.470 -2.169
H32 -2.917 -1.455 -3.809
C12 -1.131 0.072 4.210
C13 -1.220 -1.378 4.179
C14 -2.531 -1.856 3.550
O6 -0.261 -1.951 3.636
H33 -0.160 0.465 4.494
H34 -1.943 0.363 4.867
H35 -1.222 0.424 3.166
H36 -1.300 -1.738 5.239
H37 -2.837 -1.350 2.645
H38 -3.321 -1.698 4.271
H39 -2.406 -2.873 3.389
H40 0.518 -1.765 4.157
C15 0.535 -3.424 1.113
C16 0.078 -4.729 1.729
C17 1.282 -5.506 2.303
O7 -0.675 -4.595 2.717
H41 -0.334 -2.927 0.644
H42 1.250 -3.578 0.239
H43 1.094 -2.690 1.737
H44 -0.481 -5.336 0.958
H45 0.894 -6.467 2.743
H46 1.724 -4.984 3.131
H47 2.054 -5.692 1.540
H48 -0.569 -3.675 3.044
C18 -3.093 -2.934 -0.374
C19 -3.852 -4.080 0.319
C20 -5.049 -4.726 -0.476
O8 -3.077 -5.013 0.654
H49 -3.896 -2.307 -0.783
H50 -2.524 -3.347 -1.183
H51 -2.498 -2.364 0.312
H52 -4.346 -3.716 1.232
H53 -5.761 -3.905 -0.739
H54 -5.512 -5.479 0.186
H55 -4.657 -5.250 -1.332
H56 -3.302 -5.510 1.433
C21 4.745 1.887 1.552
C22 4.522 0.507 2.182
C23 5.063 0.610 3.593
O9 3.306 0.271 2.319
H57 4.512 2.758 2.232
H58 4.125 2.036 0.688
H59 5.748 2.036 1.214
H60 5.012 -0.311 1.614
H61 5.281 -0.286 4.123
H62 4.481 1.273 4.204
H63 6.083 1.074 3.606
H64 2.941 1.128 2.520
C24 3.894 -0.506 -1.074
O10 2.649 -0.349 -0.425
H65 3.833 -1.063 -2.026
H66 4.688 -0.925 -0.459
H67 4.098 0.547 -1.211
H68 2.886 -0.074 0.461
C25 -4.214 0.223 -2.267
O11 -4.523 -0.693 -3.326
H69 -3.842 1.231 -2.605
H70 -3.400 -0.106 -1.649
H71 -5.095 0.176 -1.601
H72 -4.537 -0.132 -4.113

Atom charges from the Löwdin analysis, given in e for atoms 1 to 8:
1. N 0.1302
2. C -0.5740
3. N 0.1669
4. O -0.1296
5. H 0.1077
6. H 0.0920
7. H 0.1116
8. H 0.0903

***

ORCA calculation (ωB97M-V/def2-TZVPD) on C6H7IrNO4 as an isolated structure.

LUMO level (alpha / beta): -12.5 / -16.8 eV
charge: +3
expectation value of S²: 6.020
gap between HOMO and LUMO (alpha / beta): 0.32557 / 0.22277 hartree
2S+1: 5

Positions of all 19 atoms, in Å:
Ir1 0.151 1.146 1.054
C1 0.200 1.826 2.837
O1 0.193 2.275 3.920
C2 -0.036 2.167 -0.520
O2 -0.203 2.632 -1.559
C3 -1.467 0.181 0.601
O3 -2.379 -0.369 0.161
C4 1.929 0.528 0.307
O4 2.872 0.276 -0.293
C5 0.144 -2.369 -2.502
H1 1.091 -2.914 -2.331
H2 -0.756 -2.872 -2.087
C6 0.076 -1.166 -3.057
H3 -0.866 -0.620 -3.029
H4 0.978 -0.559 -3.109
N1 0.276 -1.548 1.341
H5 0.526 -1.944 0.414
H6 -0.687 -1.828 1.600
H7 1.008 -1.693 2.052

Atom charges from the natural (NBO) analysis, given in e for atoms 1 to 8:
1. Ir 0.7717
2. C 0.4533
3. O -0.1740
4. C 0.3992
5. O -0.2155
6. C 0.4733
7. O -0.2843
8. C 0.4688

***

Total energy values, unit eV, following the record order: -120139.9754; -7847.2615; -87764.1488; -93880.0978; -9981.7219; -40620.6778; -178409.1774; -55566.9807; -18814.0929.
Max |F| values, unit Eh/bohr, following the record order: 0.084; 0.102; 0.125; 0.387; 0.092; 0.348; 0.080; 0.191; 0.176.